The following is a DFT calculation (ωB97M-V/def2-TZVPD) of one molecule with the formula C3H10N4 in a non-equilibrium geometry.

Properties
Energy above the lowest of the compared OMol25 structures with the same formula, charge and spin   85.9 kcal/mol
Charge   0
Frontier orbital gap   7.4 eV

```
17
C3H10N4 | the Open Molecules 2025 dataset | ωB97M-V/def2-TZVPD
C 2.0152 -0.8314 -0.3451
C 0.9051 0.1560 -0.6335
N 0.7956 1.1346 0.4718
H 1.2374 2.0482 0.3540
H 1.0522 0.6489 -1.6057
H 1.8746 -1.3434 0.6126
H 3.0182 -0.3787 -0.2784
H 2.0513 -1.5926 -1.1273
C -1.1089 0.0781 0.2324
N -0.9969 -0.8340 1.2516
N -2.1876 -0.0309 -0.6082
N -0.6278 1.3538 0.5283
H -1.6992 -1.5530 1.3314
H -0.0958 -0.7148 1.7088
H -2.5991 -0.9431 -0.7342
H -2.6718 0.7472 -1.0284
H -0.9624 2.0551 -0.1300
```

The following is a DFT calculation (ωB97M-V/def2-TZVPD) of one molecule with the formula C3H10N4O.

Properties
SMILES   C=CC(N)(N)N(N)O
Energy above the lowest of the compared OMol25 structures with the same formula, charge and spin   86.9 kcal/mol
Charge   0
Frontier orbital gap   9.8 eV

```
18
C3H10N4O | the Open Molecules 2025 dataset | ωB97M-V/def2-TZVPD
C -0.0159 0.6343 2.2510
C -0.4743 0.1129 1.1303
C 0.3790 -0.1977 -0.0802
N 1.6740 0.4369 0.0187
N 0.4879 -1.6398 -0.1922
N -0.2661 0.2541 -1.3418
N -1.5023 -0.4193 -1.5924
O -0.5430 1.6363 -1.2453
H -0.6648 0.8293 3.0883
H 1.0260 0.8760 2.3708
H -1.5178 -0.1471 1.0108
H 2.2084 0.2326 -0.8202
H 1.5529 1.4438 0.0556
H 0.9201 -2.0041 0.6486
H 1.0839 -1.8745 -0.9804
H -1.5001 -1.2846 -1.0584
H -1.5228 -0.6514 -2.5827
H -1.3250 1.7624 -0.6804
```

The following is a DFT calculation (ωB97M-V/def2-TZVPD) of a 2-piece molecular cluster, C3H10N4O overall in a non-equilibrium geometry.

Properties
Energy above the lowest of the compared OMol25 structures with the same formula, charge and spin   112.8 kcal/mol
Charge   +2
Frontier orbital gap (spin up / spin down)   5.7 / 5.7 eV

```
18
C3H10N4O | the Open Molecules 2025 dataset | ωB97M-V/def2-TZVPD
C -1.6054 -0.2558 0.3245
C 3.3162 -0.7470 0.1506
C 1.8583 -0.3321 0.2885
N -3.0055 -0.3618 0.1295
N -0.8368 0.6514 -0.1589
N -3.9039 0.3144 -0.5473
N 1.1418 0.0643 -0.6060
O -0.9785 -1.0705 1.1438
H 3.8369 -0.5554 1.1132
H 3.3089 -1.7578 -0.0972
H 3.8769 -0.2597 -0.6397
H -1.6204 -1.7285 1.6195
H 1.4405 -0.6552 1.2500
H -3.3586 -0.7766 1.0065
H -1.0022 1.1339 -0.9999
H -4.8943 0.4393 -0.2474
H -3.8745 0.4113 -1.6935
H 1.3616 0.1789 -1.6318
```

The following is a DFT calculation (ωB97M-V/def2-TZVPD) of an isolated ion of composition C3H10N5 and charge +1 in a non-equilibrium geometry.

Properties
SMILES   CNCN=[N+]=NCN
Energy above the lowest of the compared OMol25 structures with the same formula, charge and spin   120.1 kcal/mol
Charge   +1
Frontier orbital gap   8.6 eV

```
18
C3H10N5 | the Open Molecules 2025 dataset | ωB97M-V/def2-TZVPD
C -2.0934 -1.2797 0.0202
N -2.5725 0.0371 0.5347
C -1.9863 1.1446 -0.1146
N -0.4908 1.2296 -0.2806
N 0.4745 0.5788 -0.5453
N 1.3263 -0.0187 -1.0320
C 2.7462 0.0938 -0.5285
N 2.7947 -0.4531 0.7601
H -2.6104 -1.9897 0.5803
H -2.3305 -1.1763 -1.1288
H -1.0965 -1.4370 0.2920
H -2.5690 0.1337 1.5892
H -2.2151 2.0409 0.3341
H -2.3245 1.2922 -1.2467
H 3.1236 1.1431 -0.4223
H 3.3926 -0.2872 -1.3173
H 2.8957 0.1001 1.5935
H 3.5354 -1.1521 0.9120
```

The following is a DFT calculation (ωB97M-V/def2-TZVPD) of a 2-piece molecular cluster, C3H10NO overall.

Properties
Energy above the lowest of the compared OMol25 structures with the same formula, charge and spin   22.9 kcal/mol
Charge   -1
Frontier orbital gap   7.0 eV

```
15
C3H10NO | the Open Molecules 2025 dataset | ωB97M-V/def2-TZVPD
C -2.3741 0.1240 -0.7623
O -1.0969 0.1823 -1.2174
H -2.6682 1.0318 -0.1926
H -3.1273 0.0588 -1.5877
H -2.5719 -0.7515 -0.0984
C 2.0355 0.3272 -0.3613
N 1.1203 -0.7531 0.0326
C 0.4959 -0.4034 1.3145
H 1.5213 1.0829 -0.9608
H 2.4945 0.8001 0.5077
H 2.8497 -0.0838 -0.9772
H 0.2969 -0.6278 -0.5919
H 0.2063 0.6518 1.3279
H 1.2048 -0.6121 2.1279
H -0.3869 -1.0272 1.4389
```

The following is a DFT calculation (ωB97M-V/def2-TZVPD) of one molecule with the formula C3H10NO in a non-equilibrium geometry.

Properties
Energy above the lowest of the compared OMol25 structures with the same formula, charge and spin   36.9 kcal/mol
Charge   0
Frontier orbital gap (spin up / spin down)   4.2 / 11.8 eV
Spin multiplicity   2

```
15
C3H10NO | the Open Molecules 2025 dataset | ωB97M-V/def2-TZVPD
C 0.3720 -0.0542 0.8853
C -0.0635 0.2817 -0.5590
C 0.9515 0.0738 -1.6539
O -1.3382 -0.3316 -0.8306
N -0.8508 -0.0837 1.7595
H 0.9519 -0.9689 0.9601
H 0.9990 0.7765 1.2194
H -0.2665 1.3573 -0.5701
H 1.9214 0.3937 -1.2651
H 0.6067 0.5030 -2.5839
H 1.3083 -0.9569 -1.8484
H -1.1992 -0.9889 -1.5048
H -1.6906 -0.1298 1.1663
H -0.8406 0.8687 2.2459
H -0.8614 -0.7409 2.5792
```

The following is a DFT calculation (ωB97M-V/def2-TZVPD) of a 2-piece molecular cluster, C3H10NO overall in a non-equilibrium geometry.

Properties
Energy above the lowest of the compared OMol25 structures with the same formula, charge and spin   43.7 kcal/mol
Charge   +1
Frontier orbital gap   11.3 eV

```
15
C3H10NO | the Open Molecules 2025 dataset | ωB97M-V/def2-TZVPD
C 0.8450 2.2530 -0.9072
O -0.4386 1.6470 -1.2284
H 1.1223 3.1418 -1.4974
H 1.5411 1.3314 -0.9861
H 0.8577 2.4102 0.1760
H -1.1207 2.2460 -1.3339
C -0.0709 -1.7451 0.1500
C 0.5518 -2.4082 1.1624
N -1.0088 -0.6239 0.5003
H 0.0937 -1.7863 -0.9126
H 1.0142 -3.4170 0.9402
H 0.3922 -2.0346 2.2005
H -2.0048 -0.9278 0.6225
H -1.1199 0.0863 -0.2444
H -0.6543 -0.1729 1.3582
```

The following is a DFT calculation (ωB97M-V/def2-TZVPD) of a 2-piece molecular cluster, C3H10NO overall in a non-equilibrium geometry.

Properties
Energy above the lowest of the compared OMol25 structures with the same formula, charge and spin   26.9 kcal/mol
Charge   +1
Frontier orbital gap   11.0 eV

```
15
C3H10NO | the Open Molecules 2025 dataset | ωB97M-V/def2-TZVPD
C -1.3636 -0.0332 0.3947
C -0.1646 -0.8778 0.1244
C -0.0701 -2.1996 0.2495
N 0.9621 -0.2300 -0.7185
H -2.0124 0.0670 -0.5007
H -2.0102 -0.3559 1.2475
H -1.1570 1.0065 0.5573
H 0.7604 -2.7934 -0.2852
H -0.7789 -2.8605 0.7690
H 0.9482 -0.7164 -1.7050
H 1.8932 -0.3940 -0.3074
H 0.7612 0.8179 -0.8594
H 0.4208 2.8455 1.0479
H 1.1366 3.1802 -0.2610
O 0.6744 2.5434 0.2469
```

The following is a DFT calculation (ωB97M-V/def2-TZVPD) of a 2-piece molecular cluster, C3H10NO overall in a non-equilibrium geometry.

Properties
Energy above the lowest of the compared OMol25 structures with the same formula, charge and spin   38.5 kcal/mol
Charge   +1
Frontier orbital gap   9.0 eV

```
15
C3H10NO | the Open Molecules 2025 dataset | ωB97M-V/def2-TZVPD
C 1.5341 -2.0867 -1.9882
N 0.8377 -1.0609 -1.7627
H 2.4460 -2.1015 -2.5834
H 1.3434 -3.0100 -1.4590
H 0.2725 -1.0646 -0.8956
H 0.9504 -0.1337 -2.1552
C -0.3524 1.0720 1.5843
O -0.1404 0.2079 0.4398
C -1.7632 1.6090 1.6609
H 0.3808 1.8770 1.6070
H -0.1370 0.4822 2.4810
H 0.2372 0.7523 -0.2565
H -1.9930 2.4007 0.9507
H -1.9052 2.0081 2.6741
H -2.5101 0.8114 1.5721
```

The following is a DFT calculation (ωB97M-V/def2-TZVPD) of a 3-piece molecular cluster, C3H10NO overall in a non-equilibrium geometry.

Properties
Energy above the lowest of the compared OMol25 structures with the same formula, charge and spin   185.4 kcal/mol
Charge   +1
Frontier orbital gap   8.3 eV

```
15
C3H10NO | the Open Molecules 2025 dataset | ωB97M-V/def2-TZVPD
C 0.8401 -0.6681 1.2722
C -0.4092 0.4271 -0.2532
C -1.5542 -0.4251 -0.7337
O -1.1952 -0.8104 -2.0291
N 2.0885 1.2548 1.6063
H 0.5054 -0.2522 2.1970
H 1.3139 -1.0065 0.3605
H 0.4867 0.3574 -0.8687
H -0.4860 1.4832 0.0309
H -2.3847 0.2858 -0.6621
H -1.6480 -1.2181 0.0224
H -1.9386 -1.0276 -2.6041
H 1.1096 1.2815 1.8027
H 2.4346 1.0701 2.5701
H 2.8376 0.9592 1.0004
```

The following is a DFT calculation (ωB97M-V/def2-TZVPD) of a 2-piece molecular cluster, C3H10NO overall in a non-equilibrium geometry.

Properties
Energy above the lowest of the compared OMol25 structures with the same formula, charge and spin   59.1 kcal/mol
Charge   +1
Frontier orbital gap   11.3 eV

```
15
C3H10NO | the Open Molecules 2025 dataset | ωB97M-V/def2-TZVPD
C 1.9225 1.7538 -0.0123
O 0.9469 0.7863 0.6120
H 2.1429 2.5255 0.7416
H 1.6165 2.3456 -0.9116
H 2.8152 1.1168 -0.3118
H 1.1363 1.1097 1.5696
C -1.6371 -1.1194 0.0846
C -1.9700 -0.3162 -0.9415
N -0.2991 -1.5444 0.2089
H -2.3189 -1.4799 0.9338
H -1.2804 -0.4001 -1.8510
H -2.9719 0.2307 -0.8145
H -0.4042 -2.4966 0.6254
H 0.2006 -0.7982 0.8140
H 0.1007 -1.7136 -0.7470
```

The following is a DFT calculation (ωB97M-V/def2-TZVPD) of a 2-piece molecular cluster, C3H10NO overall in a non-equilibrium geometry.

Properties
Energy above the lowest of the compared OMol25 structures with the same formula, charge and spin   26.5 kcal/mol
Charge   +1
Frontier orbital gap   10.8 eV

```
15
C3H10NO | the Open Molecules 2025 dataset | ωB97M-V/def2-TZVPD
C -1.7546 -0.8159 1.4776
O -0.7580 -1.3968 0.5862
H -1.4565 0.1617 1.8481
H -1.9095 -1.4863 2.3216
H -2.6746 -0.8330 0.9011
H -0.0377 -1.7475 1.1556
C 1.9225 0.3858 -0.4354
C -0.0047 1.2831 -1.5846
N 0.5170 0.3897 -0.8587
H 1.9698 0.5884 0.6290
H 2.3640 -0.5631 -0.7262
H 2.4489 1.1758 -0.9689
H 0.5167 2.0895 -2.0819
H -1.0687 1.1887 -1.7758
H -0.0747 -0.4199 -0.4875
```

Number 1: E -339.19108 Ha. Number 2: E -414.47478 Ha. Number 3: E -413.71018 Ha. Number 4: E -393.66667 Ha. Number 5: E -250.25492 Ha. Number 6: E -250.15801 Ha. Number 7: E -249.98419 Ha. Number 8: E -250.01087 Ha. Number 9: E -249.99253 Ha. Number 10: E -249.75831 Ha. Number 11: E -249.95959 Ha. Number 12: E -250.01160 Ha.